No. 1
Below is an isolated ion of composition C4H10N5O and charge +1 in a non-equilibrium geometry, with properties calculated with ωB97M-V with the def2-TZVPD basis set.

Values from the calculation:
E_HOMO = -0.442 Ha
energy above the lowest of the compared OMol25 structures with the same formula, charge and spin = 0.00 kcal per mole
max |F| = 3.45 eV/Å
LUMO = -0.112 Eh
multiplicity = 1
gap between HOMO and LUMO = 8.991 eV
structure (SMILES) = N/C=C/NC(=[NH2+])NC(N)=O
total charge = +1

Structure (XYZ):
```
20
C4H10N5O ωB97M-V with the def2-TZVPD basis set
C 1.07 0.15 0.70
C 2.17 0.27 -0.10
C -0.91 -1.33 0.23
C -1.65 1.11 0.34
N 0.33 -1.08 0.71
N -1.68 -0.27 -0.20
N 2.96 1.37 -0.11
N -1.47 -2.56 0.17
N -2.06 2.11 -0.47
O -1.37 1.24 1.49
H 0.80 0.93 1.36
H 0.70 -1.74 1.37
H -2.51 -0.30 -0.74
H 2.84 2.07 0.64
H 3.96 1.40 -0.36
H -0.85 -3.32 0.00
H -2.47 -2.60 0.37
H -1.71 2.22 -1.41
H -2.49 2.95 -0.07
H 2.61 -0.42 -0.69
```

***

No. 2
Below is C5H7N as an isolated structure in a non-equilibrium geometry, with properties calculated with ωB97M-V with the def2-TZVPD basis set.

Values from the calculation:
E_HOMO = -0.283 Ha
energy above the lowest of the compared OMol25 structures with the same formula, charge and spin = 130.60 kcal per mole
max |F| = 5.94 eV/Å
LUMO = 0.020 Eh
multiplicity = 1
gap between HOMO and LUMO = 8.260 eV
total charge = 0

Structure (XYZ):
```
13
C5H7N ωB97M-V with the def2-TZVPD basis set
C 1.54 -0.61 -0.38
C 1.17 0.32 0.45
C -0.36 0.67 0.75
C -0.70 -1.80 -0.57
C -0.93 1.59 -0.09
N 0.41 -1.69 -1.06
H 2.48 -1.10 -0.56
H 1.82 0.85 1.13
H -0.47 0.87 1.81
H -1.64 -2.20 -0.91
H -0.91 -0.73 0.31
H -0.88 1.43 -1.16
H -1.54 2.39 0.28
```

***

No. 3
Below is C15H22N2OSe5W as an isolated structure in a non-equilibrium geometry, with properties calculated with ωB97M-V with the def2-TZVPD basis set.

Values from the calculation:
E_HOMO (alpha / beta) = -0.231 / -0.262 Ha
energy above the lowest of the compared OMol25 structures with the same formula, charge and spin = 9.53 kcal per mole
max |F| = 1.05 eV/Å
LUMO (alpha / beta) = -0.001 / -0.060 Eh
multiplicity = 3
gap between HOMO and LUMO (alpha / beta) = 6.259 / 5.484 eV
total charge = 0
⟨S²⟩ = 2.02

Structure (XYZ):
```
46
C15H22N2OSe5W ωB97M-V with the def2-TZVPD basis set
W -1.85 -2.71 0.61
Se -1.79 -3.56 2.83
Se -2.64 -5.99 2.85
Se -2.79 -6.63 0.77
Se -1.90 -4.81 -0.63
C 4.84 0.05 2.13
C 3.36 0.40 2.17
C 2.48 -0.84 2.25
C 0.99 -0.55 2.32
N 0.50 0.18 1.14
C 0.23 -0.37 -0.07
Se 0.36 -2.23 -0.56
N -0.17 0.60 -0.91
C -0.65 0.40 -2.28
C -2.17 0.45 -2.39
C -2.66 0.20 -3.81
C -2.35 -1.21 -4.31
C -0.17 1.80 -0.23
C -0.49 3.09 -0.65
C -0.36 4.09 0.28
C 0.07 3.83 1.59
C 0.39 2.55 2.01
C 0.26 1.54 1.07
H 5.47 0.94 2.07
H 5.06 -0.57 1.26
H 5.13 -0.51 3.02
H 3.10 0.99 1.29
H 3.16 1.04 3.04
H 2.73 -1.42 3.14
H 2.67 -1.49 1.39
H 0.74 0.07 3.18
H 0.41 -1.46 2.40
H -0.27 -0.57 -2.60
H -0.18 1.16 -2.90
H -2.53 1.42 -2.04
H -2.59 -0.29 -1.72
H -2.23 0.94 -4.49
H -3.74 0.36 -3.83
H -1.28 -1.39 -4.40
H -2.79 -1.38 -5.29
H -2.76 -1.96 -3.62
H -0.83 3.29 -1.66
H -0.60 5.11 0.00
H 0.16 4.65 2.29
H 0.73 2.36 3.01
O -3.09 -1.58 0.31
```

***

No. 4
Below is C7H14N2 as an isolated structure in a non-equilibrium geometry, with properties calculated with ωB97M-V with the def2-TZVPD basis set.

Values from the calculation:
E_HOMO = -0.321 Ha
energy above the lowest of the compared OMol25 structures with the same formula, charge and spin = 139.16 kcal per mole
max |F| = 6.65 eV/Å
LUMO = 0.040 Eh
multiplicity = 1
gap between HOMO and LUMO = 9.818 eV
total charge = 0

Structure (XYZ):
```
23
C7H14N2 ωB97M-V with the def2-TZVPD basis set
C 3.23 0.74 0.12
C 1.38 -0.47 -0.46
C 0.14 -1.26 -0.21
C -0.64 -0.07 0.24
C 0.53 0.73 -0.36
C -2.69 1.05 0.12
C -3.04 -0.35 0.40
H 3.79 0.42 -0.85
H 2.61 1.55 -0.18
H 4.12 1.11 0.75
H 2.16 -0.58 1.59
H 1.75 -0.86 -1.49
H -0.31 -1.40 -1.35
H 0.26 -2.16 0.39
H -0.65 -0.17 1.45
H 0.84 1.65 0.25
H -0.07 1.10 -1.33
H -3.38 1.17 -0.79
H -2.28 1.88 0.70
H -3.93 -0.63 -0.10
H -2.53 -0.86 1.24
N 2.45 -0.49 0.52
N -1.86 -0.14 -0.44
```